{"formula": "C41H38N3OPPtS2", "method": "ωB97M-V/def2-TZVPD", "elements": ["Pt", "C", "N", "C", "C", "N", "C", "S", "C", "C", "C", "C", "C", "N", "H", "H", "H", "H", "H", "H", "H", "H", "H", "C", "C", "C", "C", "C", "C", "P", "C", "C", "C", "C", "C", "C", "C", "C", "C", "C", "C", "C", "H", "H", "H", "H", "H", "H", "H", "H", "H", "H", "H", "H", "H", "H", "H", "O", "S", "C", "C", "C", "C", "C", "C", "C", "C", "C", "C", "C", "C", "C", "C", "H", "H", "H", "H", "H", "H", "H", "H", "H", "H", "H", "H", "H", "H"], "xyz": [[0.38187, -0.06064, -0.29900], [-0.21553, 0.77105, 4.95436], [-0.19729, 1.76959, 3.88122], [-0.21461, 3.14351, 4.06921], [-0.20923, 3.70797, 2.86287], [-0.19308, 2.67016, 1.91666], [-0.20324, 1.47146, 2.57428], [-0.27100, -0.15525, 2.05563], [-0.14209, 2.93559, 0.51663], [0.22668, 4.19278, 0.07767], [0.18255, 4.46592, -1.27990], [-0.24241, 3.48890, -2.16270], [-0.55921, 2.25452, -1.64703], [-0.49216, 1.96616, -0.32517], [-0.08165, 1.28601, 5.90066], [0.59363, 0.06088, 4.79993], [-1.16414, 0.23865, 4.95688], [-0.24229, 3.59196, 5.04793], [-0.25473, 4.74683, 2.59742], [0.56063, 4.95149, 0.76909], [0.47507, 5.44574, -1.63788], [-0.31335, 3.66954, -3.22554], [-0.91210, 1.45177, -2.27973], [6.00530, -0.68599, -2.65549], [4.71972, -1.00070, -3.07592], [3.66814, -0.94630, -2.17595], [3.89992, -0.58052, -0.84959], [5.18845, -0.24923, -0.43382], [6.23805, -0.31042, -1.33989], [2.53211, -0.58802, 0.32133], [3.06556, 0.56707, 1.63284], [2.86623, 1.91754, 1.33691], [3.18700, 2.90000, 2.25918], [3.70501, 2.54860, 3.50162], [3.94395, 1.21375, 3.78918], [3.64021, 0.22756, 2.85449], [2.22838, -2.29095, 0.84264], [1.87016, -3.14686, -0.20759], [1.58494, -4.48045, 0.03640], [1.64513, -4.97322, 1.33269], [1.97043, -4.12506, 2.38245], [2.24743, -2.78458, 2.14663], [6.82756, -0.72656, -3.35914], [4.53740, -1.28164, -4.10505], [2.66386, -1.17638, -2.51472], [5.38155, 0.05325, 0.58620], [7.24012, -0.06242, -1.01574], [2.47729, 2.20220, 0.36609], [3.04842, 3.94540, 2.00439], [3.94962, 3.31557, 4.22689], [4.38878, 0.93174, 4.73550], [3.90056, -0.79382, 3.08286], [1.82382, -2.77539, -1.22460], [1.32209, -5.13457, -0.78498], [1.42966, -6.01691, 1.52622], [2.01264, -4.50703, 3.39460], [2.44804, -2.14336, 2.98743], [-1.65742, -0.70033, -0.99588], [-2.94118, -0.39279, -0.17361], [-3.43720, -2.00566, 0.48736], [-3.81313, -3.04361, -0.52971], [-5.14038, -3.22423, -0.90894], [-5.46959, -4.13806, -1.90015], [-4.47176, -4.88229, -2.51671], [-3.15030, -4.72708, -2.12384], [-2.82161, -3.80644, -1.13673], [-4.20873, -0.11481, -1.40721], [-3.88953, 1.10928, -2.22643], [-4.23127, 2.38061, -1.77393], [-3.97930, 3.49787, -2.55986], [-3.38166, 3.34907, -3.80677], [-3.01943, 2.08458, -4.25503], [-3.26639, 0.96862, -3.46289], [-4.24458, -1.78033, 1.19015], [-2.54516, -2.28548, 1.05075], [-5.92562, -2.65886, -0.41473], [-6.50472, -4.26976, -2.19065], [-4.72662, -5.58710, -3.29815], [-2.37475, -5.32653, -2.58456], [-1.78752, -3.68080, -0.83227], [-5.12914, 0.00846, -0.82816], [-4.27333, -1.01377, -2.01856], [-4.72417, 2.49584, -0.81333], [-4.27356, 4.48043, -2.21246], [-3.22087, 4.21543, -4.43738], [-2.56397, 1.96230, -5.23142], [-2.99697, -0.02145, -3.81643]], "largest_force_ev_per_a": 1.30, "orbital_gap_ev": [7.8, 6.4], "relative_energy_kj_mol": 0.0, "lumo_energy_ev": [-5.318, -7.078], "multiplicity": 3, "charge": 2, "total_energy_ha": -3081.22666, "homo_ev": [-13.11, -13.43]}